Record 1
Computed, not measured: a structure of composition C13H9AgCl3FINO6P at a distorted geometry, with ωB97M-V with the def2-TZVPD basis set.

Properties
Molecular weight ... 666.3 g/mol
HOMO-LUMO gap (alpha / beta) ... 6.202 / 4.344 eV
<S²> ... 0.76
2S+1 ... 2
HOMO (alpha / beta) ... -15.45 / -15.45 eV
Charge ... +2

The geometry in XYZ format:
```
36
Properties=species:S:1:pos:R:3:forces:R:3:nbo_charge:R:1
C 5.0858 0.0163 -0.1809 0.429 1.308 1.024 -0.674
C 3.9161 -0.5042 0.7846 1.356 -0.735 -0.019 -0.209
Cl 3.4011 0.8376 1.9765 0.084 -1.075 -1.153 -0.031
C 2.6545 -1.2016 0.0768 -1.261 -0.773 1.656 -0.282
Cl 3.0167 -1.9224 -1.5928 -0.509 0.887 1.496 0.022
C 1.2987 -0.3239 0.0955 -0.404 1.738 -1.302 0.140
C 1.1229 0.9659 -0.4894 -0.940 -2.062 0.903 -0.490
P 2.5060 1.8161 -1.4418 -1.377 2.212 -1.840 1.529
O 2.0827 3.4558 -1.7720 0.255 -4.265 -0.077 -0.856
Cl 2.7754 0.9835 -3.3653 -0.436 0.887 2.134 -0.118
C -0.2870 1.7128 -0.3361 -1.182 3.238 0.576 0.505
O -0.4445 2.9608 -0.2777 1.046 -5.098 -0.550 -0.419
C -1.6294 0.8255 -0.2054 0.927 -2.706 0.271 -0.022
C -2.9991 1.5256 -0.7079 2.459 2.127 1.772 -0.635
C -3.6131 2.3262 0.5786 -2.973 4.603 -0.327 0.417
O -4.1676 3.4480 0.4556 2.945 -5.612 -0.038 -0.435
I -3.5602 1.4909 2.6134 0.146 0.210 -1.357 0.206
C -1.4880 -0.4901 0.3448 0.038 1.910 -0.610 -0.141
C -2.7639 -1.4878 0.4823 -2.073 -1.624 -1.426 0.698
O -3.5427 -1.6805 -0.5326 3.324 1.788 3.487 -0.627
N -3.0730 -2.2475 1.7138 -0.055 0.299 -3.262 -0.654
C -4.0734 -3.2996 1.3285 -1.318 -4.619 -2.375 0.959
O -3.7839 -4.3379 0.7035 -0.877 5.034 3.197 -0.463
F -5.4467 -3.1192 1.6748 4.104 0.617 -0.450 -0.298
C -0.0124 -0.9453 0.8340 -0.119 -2.240 2.400 0.510
O 0.1210 -1.7793 1.7741 -0.532 3.483 -4.216 -0.422
H 6.0154 -0.6515 -0.0556 -1.615 0.897 -0.617 0.282
H 4.7966 0.1899 -1.2713 0.401 -0.677 1.426 0.217
H 5.4085 1.0545 0.2276 -0.462 -1.759 -0.670 0.257
H 4.3977 -1.3068 1.4681 -1.072 1.398 -1.147 0.277
H 2.3993 -2.1297 0.7250 0.342 1.652 -1.167 0.294
H 1.6938 3.4019 -2.6905 0.509 0.631 0.795 0.526
H -3.7691 0.8085 -1.2026 -1.922 2.685 4.122 0.168
H -2.7233 2.3268 -1.4900 -0.387 -0.789 1.535 0.304
H -2.2244 -2.7516 2.0249 -0.363 0.508 0.255 0.449
Ag -3.0904 0.0324 -2.2705 1.515 -4.077 -4.447 1.015
```
Positions in Å, forces in eV/Å.

---

Record 2
Computed, not measured: a structure of composition C13H9GdN2O5Se at a distorted geometry, with ωB97M-V with the def2-TZVPD basis set.

Properties
Molecular weight ... 509.4 g/mol
HOMO-LUMO gap (alpha / beta) ... 5.072 / 5.681 eV
<S²> ... 16.05
2S+1 ... 8
HOMO (alpha / beta) ... -14.61 / -14.68 eV
Charge ... +2

The geometry in XYZ format:
```
31
Properties=species:S:1:pos:R:3:forces:R:3:mulliken_spin:R:1
O 0.9465 0.0271 -4.9618 -1.707 -0.009 3.211 0.002
C 0.4293 0.0259 -3.9333 1.557 0.020 -3.599 -0.011
Gd 0.2588 0.0670 0.2657 0.517 0.967 2.253 7.561
O 2.7526 -0.0361 -2.2628 -3.372 0.160 3.448 0.000
C 1.9244 0.0034 -1.4591 4.974 -0.258 -4.610 0.010
C -2.1588 -0.0117 0.5510 -6.102 -0.211 0.722 -0.042
O -3.3072 -0.0527 0.6493 4.453 0.151 -0.523 -0.005
C -0.1319 -2.2276 -0.3990 -0.767 -5.494 -1.448 -0.062
O -0.3058 -3.3159 -0.7254 0.566 3.941 1.073 0.002
C -0.1560 2.4367 -0.4641 -0.962 5.365 -1.609 -0.008
O -0.3646 3.5132 -0.8115 0.765 -4.164 1.249 -0.003
H -0.7496 -0.0019 -1.4161 0.060 -0.216 -0.031 -0.372
C -0.9281 -1.2401 3.7572 -0.192 -0.150 0.037 0.001
N -0.0099 -0.2276 4.2771 0.823 -0.218 -0.606 -0.005
C 1.2534 0.0177 3.8053 -1.389 1.578 1.423 0.005
Se 2.1032 -0.8131 2.3528 0.237 -0.022 -0.055 -0.062
N 1.7695 0.9923 4.6263 -0.011 -0.878 -0.670 -0.004
C 0.9082 1.2474 5.7216 0.194 -0.962 -0.211 -0.001
C 1.1393 1.7976 6.9781 -0.181 0.409 0.133 0.000
C 0.1715 1.5521 7.9718 0.634 0.375 -0.679 -0.001
C -0.9547 0.7492 7.7341 -0.056 -0.163 -0.765 -0.001
C -1.1616 0.1680 6.4720 -0.109 0.351 0.405 0.001
C -0.2203 0.4654 5.4881 0.151 -0.791 0.014 -0.002
H -0.5025 -1.7143 2.8541 -0.018 0.175 0.589 -0.003
H -1.8960 -0.7830 3.4924 0.320 -0.102 0.275 0.000
H -1.0917 -2.0148 4.5267 0.041 0.269 -0.425 0.000
H 2.7231 1.3253 4.5031 -0.350 -0.049 0.197 0.000
H 2.0456 2.3993 7.1212 -0.500 -0.305 0.335 0.000
H 0.3064 1.9923 8.9550 0.035 -0.103 -0.144 0.000
H -1.6518 0.5764 8.5524 0.136 -0.056 -0.287 0.000
H -1.9815 -0.5242 6.2515 0.252 0.392 0.299 0.000
```
Positions in Å, forces in eV/Å.

---

Record 3
Computed, not measured: a structure of composition C13H9NO4Ti at a distorted geometry, with ωB97M-V with the def2-TZVPD basis set.

Properties
Molecular weight ... 291.1 g/mol
HOMO-LUMO gap (alpha / beta) ... 6.316 / 6.950 eV
<S²> ... 2.02
2S+1 ... 3
HOMO (alpha / beta) ... -15.36 / -16.22 eV
Charge ... +2

The geometry in XYZ format:
```
28
Properties=species:S:1:pos:R:3:forces:R:3:nbo_charge:R:1
Ti 0.0173 0.0082 -1.7951 -0.230 0.154 -6.484 0.489
O -0.0464 3.3246 -1.9514 0.100 -4.162 -0.272 -0.324
C -0.0189 2.1721 -1.9754 -0.144 4.803 0.545 0.560
C -0.0149 -2.1490 -2.0272 0.012 -4.650 0.510 0.561
O -0.0412 -3.2995 -2.0051 0.082 3.970 -0.274 -0.322
C 2.1607 0.0415 -2.1281 5.489 0.022 0.119 0.567
O 3.3127 0.0646 -2.1186 -4.392 -0.084 -0.192 -0.305
C -2.1405 0.0311 -2.0650 -5.619 0.128 0.229 0.567
O -3.2940 0.0499 -2.0368 4.566 -0.073 -0.260 -0.306
C -0.0301 0.7269 -4.7549 0.003 0.508 1.680 -0.383
H -0.9708 1.3150 -4.6186 0.769 -0.562 -0.733 0.226
H 0.9117 1.3181 -4.6391 -0.780 -0.561 -0.710 0.227
C -0.0275 -0.6212 -4.7641 0.047 -0.554 1.620 -0.387
H 0.9161 -1.2118 -4.6616 -0.787 0.582 -0.694 0.227
H -0.9657 -1.2162 -4.6416 0.755 0.582 -0.704 0.227
N 0.0658 -0.0320 -0.0123 0.242 -0.195 5.597 -0.603
C 0.0888 -0.0744 1.1598 -0.212 0.144 -1.882 0.692
C 0.0515 -0.0703 2.5131 0.053 -0.067 1.438 -0.292
C -1.1955 0.1143 3.1473 0.069 0.108 0.322 -0.107
C -1.2188 0.1431 4.5318 0.047 -0.053 -0.192 -0.186
C -0.0244 -0.0146 5.2531 0.030 -0.004 -0.091 -0.088
C 1.2074 -0.2032 4.6037 -0.032 0.024 -0.062 -0.196
C 1.2586 -0.2364 3.2211 -0.009 -0.079 0.302 -0.102
H -2.0959 0.2301 2.5438 0.192 -0.010 0.281 0.239
H -2.1718 0.2883 5.0369 0.298 -0.054 0.005 0.258
H -0.0549 0.0087 6.3444 0.019 -0.004 -0.350 0.257
H 2.1308 -0.3246 5.1690 -0.328 0.044 -0.049 0.260
H 2.1899 -0.3832 2.6710 -0.239 0.046 0.302 0.241
```
Positions in Å, forces in eV/Å.

---

Record 4
Computed, not measured: a structure of composition C14H10BrF9OPd at a distorted geometry, with ωB97M-V with the def2-TZVPD basis set.

Properties
Molecular weight ... 551.5 g/mol
HOMO-LUMO gap (alpha / beta) ... 2.561 / 4.421 eV
<S²> ... 2.02
2S+1 ... 3
HOMO (alpha / beta) ... 2.47 / 0.59 eV
Charge ... -2

The geometry in XYZ format:
```
36
Properties=species:S:1:pos:R:3:forces:R:3:nbo_charge:R:1
C 0.5070 -1.8504 -1.3627 -0.534 -1.603 1.247 -0.286
C 1.1271 -0.6513 -1.4534 0.468 0.781 -0.433 -0.353
C 1.4964 -0.1456 -0.0969 -0.314 -2.484 -0.164 -0.011
H 1.2996 -0.0711 -2.3490 0.082 -0.065 -0.050 0.189
C 0.7424 -1.0984 0.8090 0.520 1.119 0.586 -0.373
C 0.3056 -2.1793 0.0618 -0.880 -0.488 -1.370 -0.435
H -0.1504 -3.1105 0.4440 0.278 0.654 -0.251 0.206
H 0.1246 -2.4881 -2.1711 0.223 0.484 0.321 0.194
H 2.5793 -0.3497 0.0400 -0.077 0.919 0.168 0.152
H 0.6288 -0.8941 1.8753 0.160 -0.335 -0.267 0.184
Pd -2.3726 -1.5693 -0.0309 9.021 3.035 0.198 0.652
Br -2.1497 0.4176 -1.8541 0.881 1.163 -0.612 -0.806
C -4.2513 -1.1229 0.5190 -2.594 0.406 0.773 -0.433
C -3.8664 -2.3641 1.1132 -1.517 -0.431 1.793 -0.406
C -3.5346 -3.2818 0.0625 -0.682 -2.074 -0.171 -0.396
H -3.9244 -2.5985 2.1774 0.135 0.028 -0.328 0.202
C -3.6874 -2.6141 -1.1808 -1.893 -1.718 -1.502 -0.439
C -4.1628 -1.3000 -0.9003 -2.789 -0.179 -0.690 -0.288
H -4.5046 -0.5966 -1.6440 0.385 -0.019 0.211 0.242
H -4.4235 -0.1729 1.0259 -0.414 -0.462 -0.140 0.224
H -3.1979 -4.3134 0.1912 -0.143 0.367 0.023 0.204
H -3.3684 -2.9834 -2.1571 -0.515 0.019 0.295 0.223
F 2.5428 1.1165 2.5133 0.701 0.478 -0.596 -0.306
C 3.2170 1.7162 1.5063 -0.508 -0.937 -0.245 0.960
F 3.9096 2.7538 2.0201 0.070 -0.401 0.062 -0.329
F 4.1163 0.8061 1.0220 -0.259 1.108 0.742 -0.325
C 2.2148 2.1930 0.3975 -0.808 -0.551 -0.667 0.014
O 1.1814 1.2689 0.1177 1.033 1.695 0.577 -0.500
C 1.4078 3.4440 0.9190 -0.473 -0.889 -0.262 0.977
F 2.1815 4.5466 1.1096 -0.621 -0.426 -0.062 -0.334
F 0.4250 3.7487 0.0473 0.847 0.163 0.867 -0.293
F 0.8330 3.1088 2.1017 0.415 0.709 -0.674 -0.316
C 3.0063 2.5738 -0.9179 -0.430 -0.735 0.011 0.961
F 3.9673 3.4930 -0.6430 -0.142 -0.314 -0.448 -0.338
F 3.6088 1.4776 -1.4648 -0.483 1.292 0.392 -0.313
F 2.1714 3.0910 -1.8477 0.858 -0.310 0.666 -0.306
```
Positions in Å, forces in eV/Å.